The following is a DFT calculation (wB97M-V/def2-TZVPD) of one molecule with the formula C2H7OPS.

CARTESIAN COORDINATES (ANGSTROEM)
C (-0.64665, 0.01995, -1.23683)
C (0.08425, -0.75128, -0.12872)
O (0.73843, 1.88188, 0.93488)
P (-0.05960, 2.48141, 2.12041)
S (1.50319, 0.11557, 0.53727)
H (-1.04865, 0.88898, -0.77962)
H (0.11312, 0.24087, -2.01182)
H (-1.41192, -0.63324, -1.71180)
H (0.50833, -1.75120, -0.52815)
H (-0.65477, -0.94375, 0.75982)
H (-1.12010, 1.50492, 2.36064)
H (0.68742, 2.20859, 3.17248)

Forces on atoms 1 to 3 (eV/Å):
C 1.02 -1.42 -0.60
C -0.57 -1.90 0.78
O 0.44 0.50 -1.45

Calculated values
LUMO (alpha / beta) = 0.027 / -0.092 Ha
HOMO level (alpha / beta) = -7.1 / -8.2 eV
multiplicity = 3
molar mass = 110.12 g mol⁻¹

---

The following is a DFT calculation (wB97M-V/def2-TZVPD) of a 10-piece molecular cluster, C44H42F6N4 overall.

CARTESIAN COORDINATES (ANGSTROEM)
F (3.14739, -5.37947, -5.23636)
C (2.12343, -4.69993, -4.70927)
C (1.65406, -3.49645, -5.20346)
C (0.47415, -2.91199, -4.68045)
C (-0.35458, -3.58067, -3.84158)
C (0.08589, -4.79429, -3.33710)
C (1.28642, -5.36999, -3.74762)
H (2.28990, -2.99865, -5.92061)
H (0.12528, -1.97936, -5.09861)
H (-1.29620, -3.16778, -3.51102)
H (-0.38636, -5.43540, -2.60747)
H (1.58733, -6.34775, -3.40145)
F (-2.49993, -7.12681, 1.55229)
C (-1.58980, -7.45489, 2.47318)
C (-0.58477, -6.58005, 2.81878)
C (0.28731, -6.93067, 3.80736)
C (0.28349, -8.21643, 4.43678)
C (-0.77019, -9.12096, 4.21624)
C (-1.67491, -8.70960, 3.14981)
H (-0.54107, -5.58764, 2.39498)
H (1.12535, -6.28942, 4.03731)
H (0.99991, -8.49416, 5.19574)
H (-0.82815, -10.05292, 4.75892)
H (-2.42236, -9.46988, 2.97748)
F (-3.40285, 1.75336, -6.53673)
C (-4.01330, 2.27076, -5.49531)
C (-5.27666, 1.78839, -5.18501)
C (-5.94074, 2.19957, -4.05319)
C (-5.35240, 3.21244, -3.27021)
C (-4.09141, 3.77678, -3.51060)
C (-3.45308, 3.23724, -4.64024)
H (-5.68498, 1.07424, -5.88478)
H (-6.91883, 1.75215, -3.95544)
H (-5.82377, 3.41615, -2.32010)
H (-3.65419, 4.54170, -2.88598)
H (-2.48288, 3.61165, -4.93169)
F (-0.71176, 6.75392, 1.85241)
C (-1.92892, 7.15659, 2.03463)
C (-2.18142, 8.43369, 2.40848)
C (-3.51019, 8.90486, 2.41980)
C (-4.56963, 8.00046, 2.33190)
C (-4.31051, 6.68449, 1.92687)
C (-2.96999, 6.30217, 1.75854)
H (-1.39933, 9.16217, 2.56353)
H (-3.63872, 9.92383, 2.75381)
H (-5.58776, 8.35679, 2.38525)
H (-5.08585, 6.02392, 1.56785)
H (-2.75866, 5.35261, 1.28940)
F (0.17471, -0.99207, 8.04556)
C (-0.82257, -0.32581, 7.44299)
C (-1.79941, 0.36890, 8.16886)
C (-2.76187, 1.15688, 7.50914)
C (-2.74745, 1.22411, 6.11335)
C (-1.78221, 0.56097, 5.38763)
C (-0.81530, -0.20607, 6.05326)
H (-1.86149, 0.22625, 9.23759)
H (-3.37677, 1.82207, 8.09720)
H (-3.44823, 1.88353, 5.62295)
H (-1.89364, 0.69968, 4.32239)
H (-0.22845, -0.99734, 5.61067)
F (8.32674, 1.52406, 1.98267)
C (8.81761, 1.27463, 0.74052)
C (10.13220, 1.08146, 0.58776)
C (10.64063, 0.77170, -0.66667)
C (9.82325, 0.80420, -1.81345)
C (8.49799, 0.97944, -1.57099)
C (7.91732, 1.30506, -0.34382)
H (10.80420, 1.06187, 1.43300)
H (11.70511, 0.60611, -0.74328)
H (10.10514, 0.48095, -2.80464)
H (7.77810, 0.90101, -2.37224)
H (6.86990, 1.53761, -0.22040)
C (1.21498, 3.74140, -8.73944)
C (1.70944, 3.48816, -7.39253)
N (2.12995, 3.31232, -6.31934)
H (0.99828, 2.76320, -9.16870)
H (1.96948, 4.36150, -9.22348)
H (0.27341, 4.28976, -8.71023)
C (4.98642, -2.76019, -0.54464)
C (4.72401, -2.07167, 0.71676)
N (4.42604, -1.53522, 1.69280)
H (4.67836, -3.80254, -0.62656)
H (6.06835, -2.88967, -0.57224)
H (4.53342, -2.22619, -1.37995)
C (-5.90720, -2.21024, 2.80679)
C (-6.43537, -0.87424, 2.50966)
N (-6.80343, 0.22265, 2.24712)
H (-5.47091, -2.10688, 3.80031)
H (-5.14455, -2.60001, 2.13260)
H (-6.78928, -2.83536, 2.94567)
C (0.49568, 1.43200, -1.07561)
C (-0.43006, 0.43246, -0.49881)
N (-1.13779, -0.43124, -0.06976)
H (-0.20132, 2.23233, -1.32413)
H (1.11717, 1.07145, -1.89528)
H (1.16592, 1.75225, -0.27792)

Forces on atoms 1 to 3 (eV/Å):
F 0.37 0.44 0.04
C -3.18 -0.82 1.20
C 0.81 0.19 0.56

Calculated values
SMILES string = Fc1ccccc1.Fc1ccccc1.Fc1ccccc1.Fc1ccccc1.Fc1ccccc1.Fc1ccccc1.CC#N.CC#N.CC#N.CC#N
LUMO = 0.007 Ha
HOMO level = -9.1 eV
molar mass = 740.84 g mol⁻¹

---

The following is a DFT calculation (wB97M-V/def2-TZVPD) of a 4-piece molecular cluster, C2H13NO4 overall.

CARTESIAN COORDINATES (ANGSTROEM)
C (1.00465, 1.86251, 0.64098)
N (-0.32298, 1.28779, 0.51600)
C (-0.51136, -0.10510, 0.63675)
O (-0.72392, -0.70474, 2.00012)
H (1.49707, 1.61471, -0.31510)
H (0.94796, 2.97103, 0.74077)
H (1.55744, 1.53298, 1.53788)
H (-1.10223, 1.81314, 0.88695)
H (0.31982, -0.63982, 0.18115)
H (-1.50603, -0.34103, 0.15722)
H (-0.40192, -0.00594, 2.58269)
O (1.09287, -1.46586, -1.92008)
H (0.47879, -0.71475, -1.94574)
H (0.65551, -2.15777, -1.40457)
O (-0.37355, -3.12253, 0.31853)
H (-0.02699, -2.59642, 1.05183)
H (-1.21293, -2.68105, 0.14601)
O (-0.64831, 0.84154, -2.16295)
H (-0.28546, 1.68076, -2.46758)
H (-0.43842, 0.93056, -1.18086)

Forces on atoms 1 to 3 (eV/Å):
C 0.16 0.67 0.07
N -0.45 0.04 0.80
C -1.82 -1.27 0.66

Calculated values
SMILES string = CNCO.O.O.O
LUMO = 0.013 Ha
HOMO level = -10.3 eV
molar mass = 115.13 g mol⁻¹